1.
Formula: C8H14ClF
Source: the Open Molecules 2025 dataset
Level of theory: ωB97M-V/def2-TZVPD

Each line ends with the natural charge from an NBO analysis.
Geometry (Å):
C 1.2411 0.0388 1.2657  -0.652
C -0.0029 -0.6852 0.8438  -0.196
C -0.6959 -1.5890 1.5371  -0.030
C -0.3802 -2.0930 2.9203  -0.649
C -1.9324 -2.2181 0.9501  0.039
C 1.4860 1.4035 -1.4023  -0.406
C 0.4875 1.0176 -2.4465  -0.206
C -0.1975 -0.1198 -2.4133  -0.363
H 1.0769 1.1198 1.2541  0.236
H 2.0609 -0.1628 0.5633  0.205
H 1.5851 -0.2400 2.2651  0.215
H -0.3770 -0.4358 -0.1465  0.210
H -0.2264 -3.1794 2.9145  0.216
H -1.2100 -1.8932 3.6079  0.218
H 0.5156 -1.6320 3.3389  0.223
H -2.8046 -2.0139 1.5880  0.168
H -1.8119 -3.3094 0.8902  0.166
H 2.4789 1.5595 -1.8321  0.220
H 1.5531 0.6493 -0.6180  0.225
H 0.3505 1.7234 -3.2626  0.207
H -0.0827 -0.8324 -1.5998  0.195
H -0.9000 -0.3838 -3.1999  0.208
F -2.2133 -1.7487 -0.3194  -0.364
Cl 1.0398 2.9554 -0.6128  -0.084

Cartesian forces (eV/Å) of the 6 atoms listed first:
C 0.1 -0.3 0.7
C -0.1 -0.1 0.2
C 0.1 0.1 -0.1
C 0.0 0.0 0.0
C 0.1 -0.1 0.4
C 0.1 -0.2 -0.4

Structure (SMILES): C/C=C(\C)CF.C=CCCl
Strongest force on any atom: 1.1 eV Å⁻¹

2.
Formula: C8H13N2
Source: the Open Molecules 2025 dataset
Level of theory: ωB97M-V/def2-TZVPD

Each line ends with the natural charge from an NBO analysis.
Geometry (Å):
C -2.1087 0.0392 -0.3532  -0.343
C -1.8763 -1.2753 -0.3142  -0.093
C -1.2935 1.0755 0.0986  0.113
C -1.3100 2.3674 0.1243  -0.465
C -0.7163 -1.9315 0.3195  -0.486
C 2.1096 -0.0931 -0.7644  -0.047
C 0.5652 0.3867 0.9445  -0.128
C 0.5451 -1.0965 0.4960  -0.076
N 1.0766 -0.9657 -0.8945  -0.591
N 1.6858 1.0116 0.1711  -0.535
H -2.7594 0.5787 -0.9803  0.247
H -2.5772 -1.9329 -0.9051  0.247
H -0.6323 3.1519 0.6502  0.245
H -2.2681 2.8401 -0.1048  0.239
H -0.9587 -2.1378 1.3440  0.251
H -0.5534 -2.9609 -0.0386  0.269
H 2.9395 -0.4434 -0.1832  0.198
H 2.5397 0.4315 -1.6677  0.238
H 0.4114 0.3110 1.9498  0.238
H 1.3695 -1.7228 0.9621  0.219
H 0.2693 -0.6636 -1.4347  0.383
H 2.3404 1.3617 0.8795  0.447
H 1.2019 1.6682 -0.2992  0.431

Cartesian forces (eV/Å) of the 6 atoms listed first:
C 0.7 -0.5 -0.5
C -1.2 -0.4 -1.5
C 5.9 -1.3 3.1
C -0.4 3.3 1.4
C -0.2 -0.1 2.1
C 2.8 2.0 -1.7

Strongest force on any atom: 6.8 eV Å⁻¹
Net charge: +1

What energy values result from the calculations? In sequence: -873.210112, -421.719811 a.u..
What lowest unoccupied orbital energy values result from the calculations? In sequence: 0.0344, -0.1173 Eh.
What Kohn-Sham gap values result from the calculations? In sequence: 10.19, 9.67 eV.